Entry 1:
A 8-piece molecular cluster, C34H67IO9 overall in a non-equilibrium geometry, computed with ωB97M-V/def2-TZVPD.

CARTESIAN COORDINATES (ANGSTROEM)
C 2.529 2.208 -0.196
C -0.459 -2.476 -0.452
I -5.438 -4.050 -2.022
C 2.004 -0.860 0.897
C -4.115 0.102 2.407
H 0.042 6.887 -0.241
H -3.109 0.150 4.991
H -6.336 6.665 1.965
H -2.550 -5.034 -1.251
H 4.029 -1.194 -7.480
C 1.619 -2.420 1.364
O -0.604 2.450 4.253
H 1.774 -6.272 -4.566
C -3.463 -1.020 3.198
C 1.684 -7.936 1.872
H 3.059 7.316 1.995
H 4.997 -0.027 -8.411
H -1.009 4.442 6.930
O 3.307 -3.635 -3.156
C -6.005 6.458 2.988
H 5.678 -1.599 -8.011
H -2.619 5.036 4.994
C 1.337 6.172 1.338
C 3.359 -4.193 -5.493
H -1.741 0.123 3.855
C -1.944 -2.845 -1.037
H 3.117 -3.297 -8.680
H -4.758 -0.306 1.619
C -2.552 -0.475 4.286
H 4.761 -3.713 -9.217
H -4.237 -1.651 3.649
H 2.578 -3.460 -5.725
H -2.217 -4.547 0.615
O 0.489 -1.615 -2.751
H 1.753 -8.683 1.074
H -3.975 6.769 1.445
H -5.955 5.368 3.089
H 0.020 2.999 6.778
H 3.323 -0.226 2.867
H 3.480 -3.525 -10.406
H 1.003 -6.825 -0.584
H 1.440 7.913 0.049
C 0.099 -2.915 0.872
C 1.388 -0.366 -0.577
H -2.651 -1.925 -0.762
C -0.452 3.818 6.224
H 0.081 7.936 1.196
H 2.586 -3.013 -3.347
C 0.626 -6.892 1.551
O -0.640 -7.531 1.407
H -6.759 6.839 3.684
C 2.248 6.718 2.426
H 3.782 2.423 1.957
H -2.137 2.641 5.587
H -4.315 6.824 4.269
H -2.014 -1.290 1.910
O 5.158 -1.477 -10.633
C 2.895 0.153 1.830
H 0.359 4.416 5.793
C 1.660 1.179 -1.129
H -5.404 9.040 3.804
H -4.719 0.743 3.056
H 2.720 5.899 2.979
H -2.658 3.987 3.558
H 4.026 -5.414 -3.851
H 1.175 1.471 -2.167
H -0.576 -8.162 0.671
H 4.319 -3.679 -5.613
H 1.691 7.342 3.131
H 1.921 -5.625 0.355
H -4.975 8.877 2.085
H -3.702 9.029 3.289
C -4.690 8.594 3.105
O 2.096 5.350 0.455
C 0.959 -6.141 0.271
C 4.751 -1.089 -8.296
C -4.238 -3.816 -0.167
C -1.363 3.272 5.137
H 2.675 3.310 -0.608
H 3.298 -1.098 -9.883
H 1.040 -4.733 -4.058
H 0.086 3.002 3.849
C 3.152 1.691 1.256
H 5.960 -1.966 -10.386
H -3.360 0.721 1.909
C 0.685 7.294 0.547
H 2.786 5.902 0.050
C 4.198 -1.653 -9.595
H -0.528 -3.585 1.599
H -4.370 -2.734 0.308
H -4.636 -4.580 0.623
H 1.774 -5.785 -2.855
C -2.630 -4.197 -0.422
C 3.209 -4.719 -4.075
H -2.080 -1.294 4.839
C -2.015 4.394 4.345
C 1.874 -5.422 -3.884
C 0.475 -1.484 -1.422
C 3.866 -3.130 -9.460
H -1.856 -2.947 -2.200
H 0.563 5.541 1.788
C -4.645 7.082 3.257
O -2.704 -1.842 2.315
H 0.183 -5.402 0.046
H 2.667 -7.474 2.004
O 2.462 -3.175 2.075
H 1.425 -8.477 2.789
O -3.690 6.544 2.346
H 3.304 -5.006 -6.224
H -1.260 5.013 3.847
H 0.543 -6.184 2.382

Results
HOMO	-8.90	eV
E	-62859.403	eV
LUMO energy	-1.49	eV
maximum force	8.25	eV/A
SMILES	O=C1C=C(CCCI)C(=O)c2ccccc21.CC(C)O.CC(C)O.CC(C)O.CC(C)O.CC(C)O.CC(C)O.CC(C)O

=====

Entry 2:
A 4-piece molecular cluster, C34H68BN8O5 overall in a non-equilibrium geometry, computed with ωB97M-V/def2-TZVPD.

CARTESIAN COORDINATES (ANGSTROEM)
H 4.798 -0.546 -1.651
N -4.454 -2.601 4.780
H -2.618 -1.996 -4.778
C 4.277 0.090 0.382
H 2.950 -2.088 -1.436
C 0.165 -3.443 5.856
C 2.119 -4.196 -0.471
H -2.232 2.814 1.354
C 5.762 5.378 -0.999
O -4.238 -0.226 -4.602
H -0.458 1.014 -2.229
H -0.678 2.700 -0.841
H -3.169 3.777 -2.147
H 1.450 0.499 2.211
H -0.640 1.181 -4.882
H 8.353 4.333 -3.911
C 0.967 -1.724 -2.199
H -1.397 -3.451 -0.526
H 1.838 -4.776 -1.338
H -6.255 -2.821 6.869
C -0.837 2.959 -2.971
C 0.403 -2.531 -1.198
H -1.423 -0.851 -5.245
H 2.006 0.398 -0.970
C 2.992 1.703 1.717
H -4.303 -4.469 -2.481
H -2.933 0.275 -3.026
C -2.611 3.613 -1.227
H 0.981 2.006 -2.443
O 7.311 2.504 -2.557
H 0.480 -3.421 0.710
H 2.690 0.647 -2.583
H 1.935 -0.035 4.679
H 0.451 -0.790 -5.283
H 1.827 -0.464 -4.295
C 0.052 1.700 -2.911
H -0.033 -3.722 6.892
H 1.008 1.676 -4.818
H -4.544 0.160 -0.045
H -6.537 -2.356 4.577
C -4.308 -2.332 6.101
H 6.015 5.559 0.046
H 6.926 5.359 -3.708
C 4.169 0.183 -1.140
H -5.565 -1.876 3.179
O -3.414 -4.184 -2.242
H -0.342 3.725 -3.559
C -2.035 -1.158 -4.411
H -1.799 2.665 -3.385
C -5.545 -1.993 6.890
H -4.277 2.712 -0.270
C -2.945 0.034 -4.090
H 8.269 5.453 -2.545
H 2.890 -1.561 -3.072
C 0.114 -1.025 5.159
C -1.115 3.430 -1.516
C 1.191 -3.082 -0.040
N -4.418 -1.974 -2.183
C -3.499 1.097 1.631
H -3.345 1.564 -1.197
C -5.665 -2.606 3.983
N -1.176 -1.596 -3.298
N -0.470 -2.174 5.563
C 3.226 -4.476 0.201
H 4.959 1.654 1.556
H -2.956 0.714 2.492
N 4.149 1.432 0.998
H -4.730 -0.693 1.461
H -5.257 -1.805 7.919
H -3.586 -2.820 4.318
H 3.565 -0.618 0.797
C -2.589 1.967 0.768
C -1.739 -2.366 -2.324
H 4.680 5.468 -1.107
C -4.023 -0.122 0.868
H -4.220 -1.024 -1.910
H -1.478 -2.116 5.682
N 6.186 4.044 -1.385
C 0.261 1.087 -4.289
C 0.148 -1.265 -3.252
H 4.571 1.153 -1.421
H -1.703 1.357 0.566
H 1.776 -2.265 0.375
N 3.037 2.611 2.609
C 0.753 -0.386 -4.316
C -3.255 2.419 -0.524
C 7.689 4.784 -3.181
H -6.021 -1.097 6.490
H 5.272 -0.270 0.631
H 1.095 1.544 0.980
O -0.547 -0.017 4.937
H -0.244 -4.222 5.209
H -0.615 4.384 -1.363
H -4.363 1.655 1.990
H 5.808 3.258 -0.880
H -4.858 0.373 -4.177
C -0.952 -2.836 -1.293
H -5.804 -3.596 3.545
H -2.550 0.909 -4.599
H 3.866 -5.258 -0.173
C 1.617 -1.027 4.991
C 7.058 3.683 -2.363
H 3.472 -3.907 1.085
C 2.746 0.047 -1.680
H -5.026 -1.995 -2.993
H 2.115 -1.269 5.930
H 1.239 -3.391 5.706
C 2.440 -1.399 -2.094
O -3.199 -2.367 6.619
H 2.118 2.706 3.031
H 1.914 -1.750 4.228
B -3.274 -2.830 -2.274
H 6.242 6.132 -1.614
H -3.209 -0.791 0.580
H -2.729 4.494 -0.601
N 1.811 0.964 1.391

Results
HOMO	-10.87	eV
E	-59193.457	eV
LUMO energy	-3.35	eV
maximum force	1.59	eV/A
total charge	+1

=====

Entry 3:
A 10-piece molecular cluster, C34H68NO11 overall, computed with ωB97M-V/def2-TZVPD.

CARTESIAN COORDINATES (ANGSTROEM)
H -6.218 -1.445 -3.884
H -7.326 -1.911 -5.196
H -5.404 6.650 0.519
C 0.276 -1.258 -0.301
C 8.266 -3.308 4.064
H 1.064 4.014 -5.035
O -2.764 1.675 1.008
H -6.611 -0.300 -5.193
C 3.075 -5.227 2.655
H -5.003 1.235 3.087
O 3.733 1.249 -1.442
H 1.996 -7.825 2.624
H -3.474 1.156 3.957
H 9.164 -5.939 4.598
C 5.847 0.981 -2.497
H -4.593 5.078 0.326
H -2.206 3.672 -3.703
H -1.362 3.456 -1.171
H 0.694 2.524 -3.220
C 1.656 -5.716 2.523
H -6.376 5.189 0.379
H 5.590 -4.776 7.133
H -7.470 5.674 2.750
H -4.586 0.083 -1.508
O -4.238 -2.241 -5.151
H 1.619 -7.075 4.168
C 4.546 -5.069 7.255
H 3.755 -5.927 2.168
C -6.501 6.063 3.068
H 4.929 -8.452 6.536
H 1.982 -0.594 0.792
H 2.040 5.480 -4.779
C -4.119 0.854 -2.122
C -5.231 -1.849 -5.721
H 3.897 -4.319 6.807
H 4.610 3.258 -3.618
H -1.312 1.328 -3.354
H 0.341 -2.620 1.346
H 0.321 -7.325 2.963
C 9.276 -5.237 5.426
C 8.244 -4.142 5.321
H 3.338 -5.187 3.713
C 5.166 -7.547 7.091
H 5.940 0.969 -3.584
C 1.369 -7.074 3.106
C 4.554 3.199 -2.529
H -6.650 2.512 -1.502
H 2.359 -1.320 -0.767
H 7.481 -2.558 4.106
H -4.680 2.287 -0.656
C 1.202 5.051 -5.331
H -3.275 2.351 -4.143
H -2.214 -0.019 -1.796
C -3.297 -0.536 1.722
H 3.179 -4.242 2.203
H 9.236 -2.819 3.958
O 0.793 -5.053 1.987
H 8.119 -3.947 3.191
O 3.529 -6.548 5.689
N -2.670 0.898 -1.777
C 4.620 1.759 -2.091
H 6.225 -7.308 6.975
H -4.586 4.017 -2.922
C -5.396 5.413 2.276
H 3.627 3.652 -2.183
H -3.482 3.976 -1.563
H 4.335 -5.144 8.323
C -5.440 5.590 0.776
H -0.979 7.762 -5.166
H 10.279 -4.811 5.365
H -2.602 1.183 -0.773
O -4.512 4.782 2.808
H -6.168 -2.426 -7.560
C -1.858 1.891 -2.591
O -0.646 -0.635 -0.810
H -4.251 0.626 -3.178
H 6.742 1.460 -2.095
C -3.956 1.548 3.060
H -2.776 -0.848 0.819
C 0.409 3.036 -2.276
C -4.719 2.211 -1.749
H 0.775 7.803 -4.867
H -4.324 -0.907 1.711
H -4.407 -2.192 -7.663
H -0.969 -2.924 0.180
H 0.174 7.420 -6.478
O 7.438 -3.941 6.201
H -6.503 7.140 2.892
O -6.068 2.185 -2.194
C -3.295 0.963 1.850
H -3.898 2.634 3.051
C -6.426 -1.348 -4.947
C -5.328 -1.815 -7.225
C -2.804 2.857 -3.294
H 1.444 5.097 -6.394
H 4.980 -7.710 8.154
C -0.053 5.840 -5.053
C 0.069 -2.617 0.290
C -3.906 3.368 -2.368
H 9.163 -5.763 6.371
O -1.034 5.325 -4.561
H 5.782 -0.038 -2.125
C 1.654 -0.671 -0.247
H -6.359 5.868 4.128
H 5.407 3.748 -2.126
C -0.885 2.595 -1.648
H 0.713 -3.346 -0.201
H 1.674 0.314 -0.704
C 4.327 -6.399 6.590
H -0.608 1.907 -0.839
H -5.506 -0.794 -7.566
C -0.026 7.301 -5.412
H -2.803 -0.978 2.588
O 1.125 3.865 -1.799

Results
HOMO	-10.89	eV
E	-60368.551	eV
LUMO energy	-1.62	eV
maximum force	0.43	eV/A
total charge	+1

=====

Entry 4:
A 8-piece molecular cluster, C34H70O12Si overall in a non-equilibrium geometry, computed with ωB97M-V/def2-TZVPD.

CARTESIAN COORDINATES (ANGSTROEM)
H -0.841 5.565 0.287
H -1.465 -1.917 1.824
O 4.735 -0.187 -0.414
C 0.437 -3.984 1.475
H 3.113 1.582 4.577
H 1.237 2.865 2.943
C 2.633 0.940 -0.019
O 3.665 1.473 2.613
H -3.420 -2.946 -4.637
C -2.077 2.875 0.787
O 5.762 0.043 -2.368
C 4.244 9.295 1.866
H 4.411 0.416 4.249
H 1.432 -4.391 1.633
H 4.569 10.231 1.409
H -2.678 3.783 0.905
C 4.326 0.527 1.800
H -9.950 -5.267 -9.224
C 0.102 5.014 0.373
C -6.460 -7.292 -4.846
C -10.063 -4.284 -9.675
H -8.325 -5.222 -4.399
H -7.090 -7.523 -3.985
H 7.939 3.832 1.377
H -5.467 -7.710 -4.696
C 5.045 9.022 3.117
C 2.018 2.331 0.076
H 3.110 -8.747 3.650
C 0.316 -9.036 3.319
H 0.756 5.572 1.049
C -6.364 -5.794 -5.030
H 0.559 4.993 -0.622
H -4.830 -2.618 -3.644
H 0.619 -9.368 4.314
H 2.296 2.948 -0.783
H -2.386 2.175 1.572
C 0.508 -2.499 1.227
C 4.972 10.067 4.205
H -0.180 -4.195 2.350
H -4.105 -0.072 -3.449
C 6.386 3.800 -0.123
H 6.804 3.389 -1.049
C -3.770 -2.876 -3.606
Si -0.265 3.270 1.004
C 6.889 5.708 1.490
H 2.371 2.835 0.986
C -9.311 -3.256 -8.865
H -3.796 -0.553 6.089
H 5.426 3.029 1.653
C 1.287 -8.004 2.798
H -9.685 -4.304 -10.698
H -8.793 -1.187 -8.705
O 5.707 8.019 3.239
H -1.419 -1.667 5.633
H -0.029 -4.480 0.622
C 4.117 0.909 0.336
H 5.582 4.487 -0.407
C -3.310 0.420 5.986
O -5.297 -5.224 -5.002
H 7.543 6.011 2.311
H 4.765 2.163 4.232
H -11.122 -4.021 -9.722
C -0.795 -1.786 0.973
H 8.256 4.888 0.016
H 2.528 0.574 -1.044
H -8.968 -1.775 -10.377
H -4.009 1.135 5.560
H -8.162 -5.433 -6.145
H -1.282 -2.201 0.090
C 5.791 0.110 -1.203
H -2.475 0.259 -2.806
H 3.328 -7.614 2.293
H 5.394 0.460 2.050
H -3.012 0.745 6.985
C 7.464 4.539 0.684
H 6.720 0.319 -0.647
H -0.655 -0.366 6.540
H 3.186 9.401 2.114
H -0.192 -0.642 4.843
O 1.566 -1.905 1.210
C -3.001 -1.815 -2.864
O -1.986 0.943 4.080
H -10.405 -1.491 -9.400
H 4.372 8.478 1.161
C 2.728 -8.436 2.676
H -3.651 -3.841 -3.122
H -6.923 -7.746 -5.723
C -2.095 0.299 5.098
C -3.068 -0.413 -3.422
O 0.598 2.168 0.116
H 2.807 -9.292 2.004
H 6.563 1.900 0.863
O 0.929 -6.889 2.495
H 5.926 5.441 1.935
H 6.721 6.586 0.859
C -9.369 -1.833 -9.363
H 5.322 11.029 3.825
C -1.016 -0.655 5.551
H -0.685 -8.613 3.362
C -7.661 -5.060 -5.251
H 3.889 -0.475 1.919
C 5.792 2.662 0.686
H -0.608 -0.725 0.812
H -2.692 -0.401 -4.447
H -2.298 2.419 -0.182
H 0.113 4.218 3.234
C 0.203 3.207 2.820
H -0.453 2.533 3.376
O 4.695 2.124 -0.051
H 2.088 0.266 0.636
H 0.316 -9.912 2.667
O -2.355 -2.061 -1.870
H 3.938 10.198 4.529
H -7.473 -3.997 -5.377
C 4.013 1.403 3.983
H 5.585 9.762 5.050
O -8.692 -3.557 -7.870

Results
HOMO	-8.71	eV
E	-68841.434	eV
LUMO energy	0.71	eV
maximum force	2.29	eV/A
SMILES	CCCCO[C@](CCO[Si](C)(C)C)(COC)OC=O.CC(C)=O.CC(C)=O.CC(C)=O.CC(C)=O.CC(C)=O.CC(C)=O.CC(C)=O